Computed, not measured: the ion C3H8N3S with charge +1 in a non-equilibrium geometry, with ωB97M-V with the def2-TZVPD basis set.

CARTESIAN COORDINATES (ANGSTROEM)
C: 1.848 -0.966 -1.000
N: 1.167 -0.373 0.257
N: -0.092 -0.830 0.450
C: -1.027 0.069 0.482
N: -2.281 -0.302 0.400
C: -0.728 1.591 0.336
S: 1.072 1.535 0.195
H: 2.752 -0.467 -1.091
H: 2.029 -2.066 -0.659
H: 1.293 -0.902 -1.950
H: 1.848 -0.724 1.091
H: -2.891 0.388 0.888
H: -2.649 -1.227 -0.005
H: -1.266 1.928 -0.516
H: -1.073 2.346 1.120

Cartesian forces, eV/Å:
C -1.29 -2.61 1.57
N 2.53 0.99 0.42
N -1.58 -0.48 0.29
C 1.41 -0.32 -0.63
N -2.97 -0.23 0.31
C 0.54 -0.41 1.69
S 0.56 -0.30 -0.04
H 1.77 0.87 -0.15
H -0.33 1.88 -1.05
H -0.28 0.13 0.88
H -2.04 1.34 -2.02
H -0.06 -1.37 -1.11
H 1.03 2.04 1.41
H 0.06 0.04 -1.29
H 0.64 -1.59 -0.27

Output
**Orbital gap**: 9.97 eV
**Energy above the lowest of the compared OMol25 structures with the same formula, charge and spin**: 48.97 kcal/mol
**E_tot**: -18537.3821 eV
**Total charge**: +1
**SMILES**: C[N@@H+]1N=C(N)CS1

Results of the Mulliken charge analysis, in e, for atoms 1 through 8: atom 1 (C): -0.698, atom 2 (N): 0.141, atom 3 (N): -0.752, atom 4 (C): 0.430, atom 5 (N): -0.376, atom 6 (C): -0.504, atom 7 (S): 0.034, atom 8 (H): 0.385

Computed, not measured: the ion C3H8N3S with charge +1 in a non-equilibrium geometry, with ωB97M-V with the def2-TZVPD basis set.

CARTESIAN COORDINATES (ANGSTROEM)
C: -0.612 0.922 0.783
C: 0.217 -0.612 -0.751
C: 0.703 -1.944 -1.138
N: 1.077 1.832 -0.818
N: -0.296 -0.302 0.390
N: -1.542 1.003 1.822
S: 0.427 2.318 0.472
H: 0.194 0.245 -1.364
H: 1.620 -1.792 -1.710
H: 0.086 -2.674 -1.848
H: 0.664 -2.459 -0.109
H: 1.846 2.327 -1.091
H: -0.515 -1.003 1.179
H: -2.280 0.275 1.837
H: -1.590 1.863 2.345

Cartesian forces, eV/Å:
C -0.54 4.20 2.84
C -0.60 -0.57 -1.87
C -1.60 -1.84 0.98
N -0.91 -1.69 -1.13
N -0.64 -3.03 2.14
N 0.62 -1.20 -1.33
S -2.34 -1.30 1.52
H 0.23 0.19 -1.27
H 0.42 -0.44 0.72
H 0.60 2.14 1.36
H 1.24 -0.08 -1.80
H 2.71 1.81 -0.80
H 0.70 0.76 -1.70
H 0.58 1.32 0.29
H -0.48 -0.26 0.04

Output
**Orbital gap (spin up / spin down)**: 7.12 / 7.50 eV
**Energy above the lowest of the compared OMol25 structures with the same formula, charge and spin**: 78.38 kcal/mol
**E_tot**: -18536.1067 eV
**Total charge**: +1

Results of the Mulliken charge analysis, in e, for atoms 1 through 8: atom 1 (C): 0.429, atom 2 (C): 0.156, atom 3 (C): -1.055, atom 4 (N): -0.504, atom 5 (N): -0.241, atom 6 (N): -0.496, atom 7 (S): 0.210, atom 8 (H): 0.622

Computed, not measured: an isolated molecule of C3H8N4 in a non-equilibrium geometry, with ωB97M-V with the def2-TZVPD basis set.

CARTESIAN COORDINATES (ANGSTROEM)
C: -2.104 -0.076 -0.446
C: -1.003 -0.808 0.529
N: -0.382 -2.042 0.081
N: 0.934 -1.746 -0.230
N: 1.222 -0.544 0.111
C: 2.485 0.034 -0.212
N: 0.120 0.130 0.789
H: -1.945 0.028 -1.474
H: -2.398 0.947 -0.104
H: -3.006 -0.564 -0.325
H: -1.567 -1.047 1.512
H: 2.441 0.752 -1.058
H: 2.580 0.738 0.747
H: 3.330 -0.571 -0.167
H: -0.031 1.063 0.451

Cartesian forces, eV/Å:
C 1.26 0.51 2.56
C -1.63 1.65 0.53
N 4.31 0.90 -1.64
N -5.12 -0.99 1.23
N -0.75 -0.56 -0.64
C -1.53 4.79 3.17
N 1.07 -1.37 0.22
H 1.02 -0.27 -1.59
H 0.84 -0.53 0.26
H -1.89 -1.50 0.12
H 0.87 0.55 -1.48
H 0.12 -0.78 0.13
H 0.44 -1.02 -1.97
H 0.92 -1.55 -0.32
H 0.07 0.18 -0.57

Output
**Orbital gap**: 8.67 eV
**Energy above the lowest of the compared OMol25 structures with the same formula, charge and spin**: 106.18 kcal/mol
**E_tot**: -9197.0291 eV
**Total charge**: 0
**SMILES**: C[C@H]1N=NN(C)N1

Results of the Mulliken charge analysis, in e, for atoms 1 through 8: atom 1 (C): -1.349, atom 2 (C): 0.319, atom 3 (N): -0.421, atom 4 (N): -0.438, atom 5 (N): 0.659, atom 6 (C): -0.789, atom 7 (N): -0.439, atom 8 (H): 0.366

Computed, not measured: an isolated molecule of C3H8N4 in a non-equilibrium geometry, with ωB97M-V with the def2-TZVPD basis set.

CARTESIAN COORDINATES (ANGSTROEM)
C: 3.035 -0.285 -0.174
N: 1.811 -0.601 0.298
N: 1.009 0.494 0.322
C: -0.217 0.233 -0.077
C: -1.086 1.624 -0.061
N: -0.656 -1.030 -0.339
N: -2.066 -1.034 0.132
H: 3.128 0.932 -0.329
H: 3.780 -1.108 -0.226
H: -0.259 2.315 0.141
H: -1.721 1.767 -0.939
H: -1.922 1.669 0.594
H: -0.007 -1.797 -0.040
H: -2.252 -1.332 1.155
H: -2.577 -1.847 -0.457

Cartesian forces, eV/Å:
C -3.68 1.46 1.85
N 4.49 -0.04 -1.74
N -1.80 0.35 -1.10
C 1.20 3.10 1.86
C 1.19 -2.61 -0.93
N -2.20 -0.28 1.05
N -1.39 -3.85 -1.19
H 0.47 -3.37 0.00
H -0.47 1.04 -0.10
H -0.86 0.28 -0.28
H 1.08 0.10 -0.83
H -0.02 -0.35 1.71
H -0.80 1.11 -0.11
H 1.26 0.55 -1.89
H 1.53 2.51 1.72

Output
**Orbital gap**: 9.47 eV
**Energy above the lowest of the compared OMol25 structures with the same formula, charge and spin**: 104.76 kcal/mol
**E_tot**: -9197.0905 eV
**Total charge**: 0
**SMILES**: C=N/N=C(/C)NN

Results of the Mulliken charge analysis, in e, for atoms 1 through 8: atom 1 (C): -0.345, atom 2 (N): -0.484, atom 3 (N): -0.281, atom 4 (C): 0.416, atom 5 (C): -0.843, atom 6 (N): -0.174, atom 7 (N): -0.547, atom 8 (H): 0.286

Computed, not measured: an isolated molecule of C3H8N4O in a non-equilibrium geometry, with ωB97M-V with the def2-TZVPD basis set.

CARTESIAN COORDINATES (ANGSTROEM)
H: -1.573 -1.399 -3.132
N: -1.827 -0.388 -2.565
C: -1.114 -0.029 -1.564
N: 0.021 -0.691 -0.910
O: 0.997 -1.419 -1.759
C: 0.797 -0.152 0.148
C: -0.113 0.034 1.446
N: -0.148 0.870 2.401
N: 0.810 1.745 2.868
H: -1.513 0.823 -0.856
H: 1.074 -0.827 -2.770
H: 1.571 -0.760 0.440
H: 1.212 0.820 -0.055
H: -0.916 -0.695 1.837
H: 1.150 1.835 3.778
H: 1.609 1.684 2.095

Cartesian forces, eV/Å:
H -0.21 3.71 2.39
N 1.46 -2.65 -1.03
C 0.11 -0.58 1.84
N -0.04 -0.99 -2.65
O -1.42 3.19 -3.87
C -3.02 2.66 2.39
C -1.20 -0.70 0.33
N 0.69 -0.20 3.72
N 1.95 0.02 -8.00
H 0.90 -1.44 -1.58
H -0.43 -2.41 4.50
H 1.71 -1.89 0.15
H 0.36 0.66 -0.38
H 0.91 0.49 -2.36
H -0.40 -0.70 1.71
H -1.40 0.83 2.84

Output
**Orbital gap**: 9.32 eV
**Energy above the lowest of the compared OMol25 structures with the same formula, charge and spin**: 179.24 kcal/mol
**E_tot**: -11241.8510 eV
**Total charge**: 0
**SMILES**: [H]/N=C\N(O)C/C=N\N

Results of the Mulliken charge analysis, in e, for atoms 1 through 8: atom 1 (H): 0.296, atom 2 (N): -0.561, atom 3 (C): 0.031, atom 4 (N): 0.003, atom 5 (O): -0.494, atom 6 (C): -0.634, atom 7 (C): 0.024, atom 8 (N): -0.328

Computed, not measured: an isolated molecule of C3H8N4O in a non-equilibrium geometry, with ωB97M-V with the def2-TZVPD basis set.

CARTESIAN COORDINATES (ANGSTROEM)
H: -2.809 -1.261 0.413
N: -2.070 -1.295 1.127
C: -0.938 -0.914 0.661
N: 0.171 -0.979 1.481
O: 1.266 -1.724 0.898
N: -0.525 -0.440 -0.668
N: 0.663 0.321 -0.716
C: 0.668 1.551 0.016
C: 0.519 1.525 -1.435
H: -0.092 -1.492 2.335
H: 1.353 -1.261 0.071
H: -0.511 -1.089 -1.495
H: -0.190 1.952 0.629
H: 1.625 1.789 0.533
H: -0.517 1.689 -1.755
H: 1.387 1.628 -2.097

Cartesian forces, eV/Å:
H 0.26 0.48 0.38
N 0.51 0.26 -1.54
C 0.40 -1.07 -1.33
N 0.48 -0.39 1.55
O -0.91 -0.22 1.02
N -2.25 -0.93 0.01
N 0.37 -1.84 1.05
C 0.36 1.70 2.23
C 0.20 0.82 -1.69
H 0.34 0.41 -0.60
H 0.75 0.57 -0.79
H -0.37 0.62 1.68
H 0.64 -1.06 -0.91
H -0.72 -0.33 -0.68
H 0.67 0.24 -0.37
H -0.74 0.72 -0.01

Output
**Orbital gap**: 9.67 eV
**Energy above the lowest of the compared OMol25 structures with the same formula, charge and spin**: 128.46 kcal/mol
**E_tot**: -11244.0532 eV
**Total charge**: 0
**SMILES**: [H]/N=C(/NO)NN1CC1

Results of the Mulliken charge analysis, in e, for atoms 1 through 8: atom 1 (H): 0.257, atom 2 (N): -0.680, atom 3 (C): 0.383, atom 4 (N): -0.204, atom 5 (O): -0.435, atom 6 (N): -0.413, atom 7 (N): -0.241, atom 8 (C): -0.471

Computed, not measured: a structure of composition C3H8N4O in a non-equilibrium geometry, with ωB97M-V with the def2-TZVPD basis set.

CARTESIAN COORDINATES (ANGSTROEM)
C: -0.537 0.692 -0.301
C: 0.954 1.686 1.331
N: 0.547 0.483 0.619
C: -0.685 -0.251 -1.401
O: -0.426 -2.173 -2.492
N: -0.170 -0.411 1.536
N: 0.032 -1.305 -1.490
N: -0.058 -1.637 1.466
H: 0.233 -2.879 -2.491
H: 0.456 -1.968 0.641
H: -1.315 0.147 0.693
H: -0.694 1.734 -0.579
H: -1.529 -0.092 -2.073
H: 1.545 1.384 2.194
H: 0.107 2.283 1.696
H: 1.541 2.307 0.653

Cartesian forces, eV/Å:
C -1.18 -0.92 2.53
C -0.31 -0.19 0.18
N 1.21 -0.94 -0.96
C 0.09 -0.96 -0.50
O 0.06 0.29 0.03
N 0.84 -0.80 1.49
N -0.22 0.15 0.12
N -0.59 1.02 -0.37
H -0.07 0.15 0.02
H 0.86 0.37 -0.09
H -0.54 2.13 -2.64
H -0.32 -0.11 0.25
H 0.08 -0.07 -0.06
H 0.15 0.12 -0.10
H -0.12 -0.08 0.00
H 0.05 -0.16 0.09

Output
**Orbital gap**: 9.59 eV
**Energy above the lowest of the compared OMol25 structures with the same formula, charge and spin**: 158.22 kcal/mol
**E_tot**: -11242.7626 eV
**Total charge**: 0

Results of the Mulliken charge analysis, in e, for atoms 1 through 8: atom 1 (C): -0.464, atom 2 (C): -0.817, atom 3 (N): 0.031, atom 4 (C): -0.375, atom 5 (O): -0.417, atom 6 (N): -0.023, atom 7 (N): -0.312, atom 8 (N): -0.484

Computed, not measured: an isolated molecule of C3H8N4O in a non-equilibrium geometry, with ωB97M-V with the def2-TZVPD basis set.

CARTESIAN COORDINATES (ANGSTROEM)
C: -0.763 -0.362 -0.192
C: 1.341 -0.162 -0.297
C: -1.194 0.238 1.175
N: 0.495 -2.330 -0.507
N: -0.701 -1.757 -0.237
N: 1.512 -1.585 -0.383
N: 1.938 0.456 -1.301
O: 2.707 -1.957 -0.480
H: -1.329 0.019 -1.103
H: 1.380 0.163 0.786
H: -0.844 -0.290 2.047
H: -2.342 0.126 1.347
H: -0.866 1.333 1.025
H: -1.395 -2.235 -0.797
H: 2.206 1.452 -1.379
H: 2.311 0.011 -2.128

Cartesian forces, eV/Å:
C 1.89 1.63 -0.09
C -4.91 -0.20 2.90
C -1.63 1.07 -2.00
N 1.29 -0.95 0.48
N -0.06 -1.15 -0.40
N -1.15 -0.19 -0.34
N 1.92 3.11 -2.44
O 0.45 -0.87 -0.20
H 0.74 0.10 1.27
H 0.56 0.16 -1.52
H 1.02 0.08 0.09
H 1.70 0.66 -0.65
H -0.79 -1.46 1.18
H 0.06 -0.09 0.11
H -0.65 -1.10 1.09
H -0.43 -0.80 0.54

Output
**Orbital gap (spin up / spin down)**: 8.76 / 8.76 eV
**Energy above the lowest of the compared OMol25 structures with the same formula, charge and spin**: 157.43 kcal/mol
**E_tot**: -11242.7968 eV
**Total charge**: 0

Results of the Mulliken charge analysis, in e, for atoms 1 through 8: atom 1 (C): -0.091, atom 2 (C): -0.050, atom 3 (C): -1.196, atom 4 (N): -0.729, atom 5 (N): 0.018, atom 6 (N): 0.847, atom 7 (N): -0.414, atom 8 (O): -0.716